No. 1
The following is a quantum chemistry calculation of 5 unconnected molecules or ions with the total composition C41H76NO8S4 in a non-equilibrium geometry, from the Open Molecules 2025 dataset.

Net charge: +1
HOMO level: -11.35 eV
Orbital gap: 9.26 eV
Multiplicity: 1

```
130
Properties=species:S:1:pos:R:3:forces:R:3:lowdin_charge:R:1
C 4.593 4.219 2.732 -0.54 -0.22 0.08 -0.1005
C 3.144 4.501 2.286 0.34 0.30 -0.05 -0.2636
C 2.939 4.344 0.776 -0.21 0.40 0.77 -0.2424
C 1.699 5.100 0.294 0.44 -0.60 -0.36 -0.2011
C 1.238 4.685 -1.121 -0.64 0.54 0.80 -0.1978
C -0.052 3.849 -1.100 0.91 0.25 -0.30 -0.2006
C 0.179 2.374 -0.727 -0.86 -0.11 -0.26 -0.1797
C -0.574 1.904 0.536 0.55 0.54 -0.30 -0.1848
C 0.315 1.733 1.767 -0.63 -0.35 0.24 -0.2048
C 0.803 0.308 1.999 0.15 -0.19 0.26 -0.1996
C 1.241 0.055 3.463 0.34 0.23 -0.76 -0.1757
C 2.686 -0.455 3.618 -0.21 0.12 1.04 -0.2046
C 2.771 -1.917 4.066 0.03 0.10 -0.82 -0.1833
C 2.722 -2.914 2.886 0.05 -0.33 0.77 -0.1742
C 4.110 -3.487 2.536 -0.45 0.38 -0.52 -0.1209
C 4.825 -2.502 1.594 -0.55 1.07 1.85 -0.2523
C 5.851 -1.669 2.372 0.50 -0.48 0.00 -0.1003
C 7.052 -2.650 2.481 -0.07 0.92 -0.95 -0.1052
C 6.764 -3.725 1.397 0.81 -0.04 1.73 -0.0864
N 5.682 -3.139 0.554 0.28 -0.13 -0.25 0.0218
C 6.119 -2.104 -0.416 0.38 0.50 -1.06 -0.1804
C 5.135 -1.487 -1.190 0.11 -0.30 0.34 -0.0083
C 5.473 -0.487 -2.094 0.45 -0.38 0.41 -0.0400
C 6.811 -0.117 -2.235 -0.11 -0.11 0.24 -0.0485
C 7.804 -0.744 -1.481 -0.83 -0.03 -0.11 -0.0370
C 7.452 -1.744 -0.577 -0.13 -0.15 0.19 -0.0109
H 5.168 3.845 1.889 0.24 0.00 -0.01 0.0605
H 5.058 5.116 3.126 0.21 0.10 -0.08 0.0664
H 4.627 3.473 3.523 0.08 -0.11 0.06 0.0574
H 2.439 3.883 2.839 -0.11 -0.11 0.01 0.0881
H 2.902 5.531 2.545 -0.11 0.09 0.05 0.1049
H 3.818 4.787 0.309 0.10 -0.23 -0.36 0.1116
H 2.881 3.281 0.540 0.11 -0.08 -0.25 0.0931
H 1.952 6.159 0.309 -0.10 0.14 0.07 0.1101
H 0.886 4.954 1.005 -0.14 0.00 0.08 0.1095
H 1.011 5.608 -1.651 0.14 -0.02 -0.35 0.1023
H 2.035 4.152 -1.636 0.10 0.02 -0.20 0.1055
H -0.481 3.922 -2.096 -0.23 -0.17 -0.05 0.0861
H -0.752 4.339 -0.427 -0.17 -0.06 0.06 0.1075
H 1.247 2.164 -0.674 0.10 -0.08 0.17 0.0945
H -0.211 1.789 -1.558 0.14 -0.15 -0.13 0.1024
H -1.328 2.654 0.762 -0.16 0.04 -0.02 0.1046
H -1.118 0.993 0.297 0.00 -0.24 0.23 0.0997
H -0.276 2.010 2.643 0.00 0.04 0.14 0.1114
H 1.162 2.415 1.746 0.06 0.14 -0.06 0.0855
H 1.654 0.094 1.348 -0.01 -0.05 -0.22 0.0981
H 0.012 -0.388 1.719 -0.06 -0.07 -0.08 0.0893
H 1.156 1.006 3.982 -0.03 0.07 0.18 0.1024
H 0.561 -0.636 3.956 -0.11 -0.03 0.05 0.1005
H 3.273 -0.273 2.718 -0.01 0.00 -0.16 0.0913
H 3.152 0.144 4.402 0.14 0.08 0.00 0.1082
H 3.688 -2.069 4.632 0.05 -0.14 0.14 0.1010
H 1.940 -2.133 4.732 -0.02 0.09 0.22 0.1075
H 2.071 -3.736 3.168 0.08 -0.25 -0.03 0.0929
H 2.246 -2.441 2.026 0.04 0.00 -0.17 0.1073
H 4.658 -3.589 3.469 0.21 -0.17 0.01 0.1226
H 4.004 -4.482 2.112 -0.05 -0.06 -0.20 0.0910
H 4.074 -1.803 1.247 0.05 -0.32 -1.11 0.1299
H 6.152 -0.746 1.883 -0.10 -0.04 -0.38 0.1227
H 5.436 -1.351 3.320 -0.04 -0.23 0.26 0.1110
H 7.147 -3.027 3.489 0.15 -0.43 -0.03 0.1188
H 7.960 -2.137 2.183 0.20 0.14 0.44 0.1026
H 6.419 -4.585 1.960 -0.65 -0.28 -0.59 0.1329
H 7.638 -4.051 0.850 -0.07 0.18 -0.44 0.1308
H 5.236 -3.899 0.036 -0.37 0.08 0.11 0.2063
H 4.109 -1.802 -1.062 -0.14 0.10 -0.12 0.1227
H 4.692 -0.012 -2.664 -0.03 0.09 -0.14 0.1142
H 7.070 0.676 -2.920 0.08 0.02 -0.08 0.1131
H 8.832 -0.446 -1.596 0.17 -0.04 0.03 0.1142
H 8.220 -2.226 0.007 0.12 0.03 -0.03 0.1064
C -4.800 5.642 -5.211 0.09 0.08 -0.02 -0.2105
C -3.488 5.121 -5.811 -0.04 -0.02 0.02 -0.2069
C -2.481 4.983 -4.660 0.06 0.03 -0.33 -0.2223
S -3.458 4.672 -3.181 -0.11 -0.02 -0.28 0.6526
O -3.292 5.784 -2.276 0.08 -0.13 0.14 -0.3272
O -3.236 3.315 -2.736 0.05 0.08 0.24 -0.3380
C -5.055 4.794 -3.973 0.03 0.25 -0.01 -0.2427
H -5.627 5.567 -5.915 -0.02 -0.04 0.02 0.1157
H -4.687 6.691 -4.930 -0.03 0.00 0.01 0.1201
H -3.660 4.146 -6.270 -0.02 -0.01 0.03 0.1193
H -3.106 5.784 -6.586 0.02 0.00 0.00 0.1136
H -1.795 4.152 -4.807 0.02 -0.01 0.13 0.0990
H -1.922 5.902 -4.498 -0.04 0.01 0.11 0.1031
H -5.767 5.236 -3.280 0.07 -0.04 0.10 0.1135
H -5.365 3.794 -4.245 0.02 -0.11 -0.01 0.0663
C -0.679 -5.555 0.125 -0.12 -0.14 -0.02 -0.2088
C -0.844 -6.850 0.934 0.08 0.11 0.00 -0.1954
C 0.528 -7.545 0.982 -0.36 -0.09 0.06 -0.2079
S 1.744 -6.231 0.860 -0.62 0.04 0.00 0.6715
O 2.477 -6.375 -0.377 0.37 0.08 0.17 -0.3278
O 2.433 -6.079 2.123 0.33 -0.12 -0.12 -0.3417
C 0.578 -4.890 0.666 -0.20 0.10 -0.12 -0.2347
H -1.536 -4.884 0.218 0.21 -0.26 -0.10 0.0720
H -0.551 -5.797 -0.932 0.03 0.05 0.00 0.1286
H -1.168 -6.610 1.949 0.00 0.00 -0.01 0.1173
H -1.597 -7.502 0.498 0.01 -0.02 0.01 0.1206
H 0.689 -8.084 1.913 0.15 0.00 -0.02 0.1043
H 0.677 -8.213 0.136 0.10 0.06 -0.04 0.1077
H 0.997 -4.141 -0.003 0.11 -0.03 0.04 0.1087
H 0.406 -4.459 1.653 0.04 -0.01 0.01 0.0871
C -2.862 -1.500 3.100 -0.04 0.02 -0.09 -0.2181
C -4.319 -1.135 2.783 0.03 -0.06 0.03 -0.2036
C -4.709 -1.877 1.498 -0.10 0.30 0.12 -0.2103
S -3.700 -3.363 1.451 -0.13 0.20 0.21 0.6691
O -2.801 -3.279 0.322 -0.15 0.06 0.05 -0.3325
O -4.520 -4.527 1.653 0.11 -0.13 -0.16 -0.3121
C -2.769 -3.016 2.943 0.12 0.21 0.16 -0.2220
H -2.574 -1.186 4.102 0.00 0.00 0.00 0.1177
H -2.194 -1.010 2.388 0.01 -0.01 0.01 0.1012
H -4.962 -1.457 3.604 0.01 -0.02 0.00 0.1194
H -4.448 -0.061 2.668 -0.01 0.00 -0.01 0.1172
H -5.755 -2.169 1.486 0.02 -0.10 -0.08 0.1050
H -4.477 -1.295 0.608 0.07 -0.08 -0.04 0.1066
H -1.751 -3.382 2.827 -0.04 -0.09 -0.09 0.0934
H -3.263 -3.534 3.764 -0.02 -0.04 -0.03 0.1117
C -9.670 0.429 -4.163 0.09 0.01 0.08 -0.2181
C -9.390 1.284 -2.920 -0.01 0.00 -0.07 -0.2114
C -7.922 1.725 -2.988 -0.22 -0.02 0.26 -0.2153
S -7.498 1.779 -4.735 -0.30 0.01 0.02 0.6654
O -6.498 0.779 -5.002 0.13 0.09 -0.05 -0.3108
O -7.299 3.151 -5.142 0.06 -0.14 -0.12 -0.3331
C -9.078 1.196 -5.340 -0.24 -0.14 0.03 -0.2272
H -10.735 0.251 -4.301 0.00 0.00 -0.01 0.1167
H -9.177 -0.541 -4.065 -0.01 -0.01 -0.03 0.1200
H -10.039 2.162 -2.928 0.01 0.01 -0.02 0.1178
H -9.591 0.738 -2.000 0.00 0.01 0.01 0.1138
H -7.763 2.711 -2.558 0.11 0.01 -0.07 0.1014
H -7.258 1.005 -2.514 0.07 -0.01 -0.10 0.1049
H -8.919 0.588 -6.227 0.12 0.06 -0.02 0.1097
H -9.678 2.071 -5.587 0.05 0.03 -0.01 0.1090
```
Forces are in eV/Å.

No. 2
The following is a quantum chemistry calculation of a single C4H6N2 molecule, from the Open Molecules 2025 dataset.

HOMO level: -8.41 eV
Orbital gap: 9.16 eV
Multiplicity: 1
Energy relative to the best compared isomer or geometry (same formula, charge and spin): 99.5 kcal per mole

```
12
Properties=species:S:1:pos:R:3:forces:R:3:nbo_charge:R:1
C -2.420 -0.546 0.225 -0.21 -0.01 0.15 -0.4240
C -0.249 0.015 -0.429 -0.51 -0.09 -0.21 0.4232
C 0.769 0.847 -0.326 -0.13 0.00 -0.15 -0.2748
N 2.089 0.435 0.016 -0.12 -0.38 -0.03 -0.5482
C 2.423 -0.836 0.071 0.27 0.64 0.11 -0.1084
N -1.268 -0.613 -0.662 0.68 0.60 0.10 -0.3892
H -2.240 0.081 1.107 0.00 -0.16 -0.10 0.1878
H -2.733 -1.545 0.531 0.09 0.07 -0.07 0.2148
H -3.222 -0.103 -0.371 -0.01 -0.12 0.18 0.2117
H 0.617 1.882 -0.614 0.11 -0.17 -0.06 0.2293
H 2.728 1.224 0.142 -0.06 -0.30 0.06 0.3773
H 3.504 -0.842 0.311 -0.12 -0.07 0.04 0.1007
```
Forces are in eV/Å.

No. 3
The following is a quantum chemistry calculation of a molecular structure, C47H40ClNO3P2Se3Te3V in a non-equilibrium geometry, from the Open Molecules 2025 dataset.

Net charge: -1
HOMO level (spin up / spin down): -4.61 / -4.71 eV
Orbital gap (spin up / spin down): 6.44 / 6.56 eV
Multiplicity: 3

```
101
Properties=species:S:1:pos:R:3:forces:R:3:lowdin_charge:R:1
V 0.438 0.043 0.644 0.76 -0.06 -0.25 -0.0469
Te -1.049 3.025 4.084 0.09 0.10 0.31 1.2867
C -2.811 4.191 4.073 -0.25 0.12 -0.17 -0.5594
C -2.847 5.427 3.437 -0.06 0.00 0.00 -0.1388
C -4.047 6.120 3.371 -0.03 0.03 0.01 -0.1635
N -5.194 5.677 3.887 0.12 -0.08 0.01 0.0462
C -5.149 4.494 4.498 -0.04 0.03 0.01 -0.1636
C -4.001 3.723 4.618 -0.03 0.03 0.01 -0.1351
C -1.237 2.121 2.252 0.82 -0.77 -0.24 -0.9653
P -0.063 2.396 0.945 -0.60 0.36 0.42 0.8046
C -0.847 3.362 -0.389 0.14 0.12 0.03 -0.3629
C -2.061 4.001 -0.174 -0.04 0.03 -0.02 -0.1079
C -2.626 4.784 -1.177 0.02 -0.06 0.05 -0.1027
C -1.977 4.924 -2.395 0.03 -0.03 0.02 -0.1104
C -0.767 4.276 -2.615 -0.05 0.01 0.00 -0.0894
C -0.204 3.499 -1.617 0.05 -0.02 -0.02 -0.1031
C 1.262 3.494 1.530 0.05 -0.06 -0.09 -0.3860
C 2.370 2.932 2.159 0.02 -0.06 0.09 -0.1098
C 3.356 3.743 2.699 -0.04 0.05 -0.02 -0.0748
C 3.245 5.125 2.608 -0.03 -0.02 -0.03 -0.0909
C 2.146 5.691 1.978 0.02 -0.07 0.01 -0.0855
C 1.160 4.876 1.440 -0.03 0.14 -0.05 -0.0941
P -1.582 0.371 2.083 -0.43 0.54 0.16 0.8312
C -1.773 -0.339 3.760 -0.04 -0.11 -0.08 -0.3820
C -0.658 -0.829 4.437 0.11 0.05 0.03 -0.0981
C -0.773 -1.300 5.738 -0.05 0.02 -0.05 -0.0740
C -2.004 -1.290 6.378 -0.01 0.01 -0.05 -0.0908
C -3.121 -0.804 5.710 0.04 -0.01 0.01 -0.0878
C -3.005 -0.334 4.410 -0.11 -0.03 -0.04 -0.0985
C -3.292 0.206 1.438 -0.02 0.03 0.13 -0.3861
C -4.156 1.294 1.498 -0.05 0.00 -0.03 -0.1094
C -5.474 1.177 1.074 0.07 0.02 0.01 -0.0905
C -5.934 -0.031 0.571 0.05 0.01 0.01 -0.1032
C -5.075 -1.121 0.501 -0.05 0.02 -0.02 -0.0889
C -3.763 -1.005 0.936 0.05 -0.05 0.01 -0.1266
H -1.955 5.844 2.986 0.01 0.00 0.00 0.0866
H -4.087 7.084 2.873 -0.02 0.01 -0.01 0.0981
H -6.086 4.135 4.914 -0.02 0.01 0.00 0.0981
H -4.041 2.764 5.120 0.01 -0.01 -0.01 0.0854
H -2.553 3.881 0.784 -0.03 0.00 -0.01 0.0790
H -3.573 5.280 -1.002 -0.01 0.01 0.00 0.1012
H -2.419 5.525 -3.180 -0.01 0.00 -0.01 0.0988
H -0.270 4.363 -3.573 0.01 0.00 0.00 0.1049
H 0.733 2.982 -1.795 -0.01 0.01 0.01 0.0506
H 2.467 1.854 2.239 -0.02 0.00 -0.03 0.0918
H 4.213 3.295 3.185 0.01 -0.01 0.00 0.1044
H 4.018 5.761 3.021 0.01 0.00 0.02 0.0969
H 2.054 6.767 1.905 0.00 0.01 0.00 0.0986
H 0.303 5.323 0.948 0.02 -0.02 0.00 0.1032
H 0.307 -0.835 3.948 0.01 -0.02 -0.04 0.0909
H 0.105 -1.680 6.246 0.01 -0.01 0.01 0.1045
H -2.096 -1.663 7.390 0.00 0.00 0.01 0.0973
H -4.087 -0.791 6.199 0.00 -0.01 0.02 0.0989
H -3.886 0.038 3.900 0.04 -0.02 0.01 0.1000
H -3.778 2.231 1.891 -0.04 0.03 -0.01 0.0773
H -6.134 2.033 1.136 -0.01 0.00 -0.01 0.1018
H -6.956 -0.124 0.226 -0.01 0.00 0.00 0.0978
H -5.427 -2.063 0.100 0.01 -0.01 0.01 0.1024
H -3.104 -1.865 0.878 0.01 0.02 -0.01 0.0855
Se -0.963 -0.581 -1.099 -0.53 -0.49 -0.80 0.0614
Se 0.319 -1.413 -2.929 -0.14 0.02 0.28 -0.1458
Te 1.999 0.433 -3.079 0.00 0.11 0.05 0.2638
Se 2.655 0.437 -0.669 0.07 -0.07 0.04 -0.0581
C 1.703 -6.109 0.713 0.00 -0.02 0.02 -0.0327
C 0.603 -5.454 1.503 -0.03 0.03 -0.01 -0.1869
C -0.172 -6.193 2.393 0.02 -0.03 -0.03 -0.0731
C -1.219 -5.602 3.076 -0.07 -0.08 0.09 -0.6566
Cl -2.162 -6.572 4.189 0.07 0.08 -0.09 0.6244
C -1.542 -4.270 2.891 0.01 0.06 0.00 -0.0892
C -0.772 -3.524 2.014 -0.01 -0.10 0.12 0.0145
C 0.296 -4.102 1.346 0.06 0.17 0.04 -0.2271
O 0.996 -3.308 0.470 0.00 0.00 -0.20 -0.0784
C 2.297 -2.914 0.876 0.02 -0.11 -0.07 -0.1058
C 2.340 -1.854 1.962 -0.60 0.87 0.27 -0.5862
O 3.238 -1.837 2.769 0.16 -0.10 0.05 0.0859
O 1.358 -0.956 1.958 0.47 -0.65 -0.06 -0.2649
H 1.420 -7.127 0.444 0.00 0.00 0.01 0.0791
H 2.634 -6.165 1.281 -0.01 0.02 0.02 0.0854
H 1.905 -5.555 -0.202 -0.02 0.02 -0.01 0.0845
H 0.037 -7.245 2.541 -0.01 0.00 0.00 0.1098
H -2.365 -3.819 3.429 -0.01 0.00 0.01 0.1074
H -0.975 -2.476 1.841 0.00 0.03 0.02 0.0776
H 2.757 -2.475 -0.013 0.05 -0.04 0.06 0.1052
H 2.895 -3.754 1.232 -0.02 -0.07 -0.05 0.1247
C -3.747 -0.272 -3.997 -0.01 -0.14 -0.15 -0.4449
Te -3.551 1.319 -2.603 0.19 0.25 0.34 1.2596
C -5.255 2.119 -3.619 -0.10 -0.03 -0.22 -0.4497
C -5.279 1.451 -4.976 0.04 0.02 0.11 -0.2910
C -6.022 1.958 -6.039 0.00 0.03 0.03 -0.0535
C -6.010 1.334 -7.276 0.03 -0.05 -0.02 -0.1015
C -5.249 0.187 -7.465 -0.03 0.06 0.05 -0.0986
C -4.513 -0.329 -6.410 -0.02 0.01 0.00 -0.0463
C -4.525 0.290 -5.163 0.01 -0.06 0.07 -0.2883
H -4.280 -1.096 -3.522 -0.02 -0.04 -0.06 0.0586
H -2.762 -0.625 -4.297 0.01 0.01 0.02 0.0371
H -5.163 3.201 -3.707 -0.01 0.01 -0.02 0.0450
H -6.156 1.895 -3.048 -0.04 0.01 -0.03 0.0481
H -6.606 2.860 -5.895 0.00 0.01 0.01 0.1085
H -6.585 1.747 -8.096 0.00 0.01 -0.01 0.0943
H -5.224 -0.298 -8.432 0.00 -0.01 -0.02 0.0951
H -3.911 -1.218 -6.555 0.00 -0.02 0.02 0.1119
```
Forces are in eV/Å.